{"formula": "C79H121N17O6", "method": "ωB97M-V/def2-TZVPD", "max_force_ev_per_a": 2.795, "gap_ev": 9.02, "homo_ev": -8.5, "species": ["N", "C", "C", "C", "C", "C", "H", "H", "H", "H", "H", "N", "C", "C", "C", "C", "C", "H", "H", "H", "H", "H", "N", "C", "C", "C", "C", "C", "H", "H", "H", "H", "H", "N", "C", "C", "C", "C", "C", "H", "H", "H", "H", "H", "N", "C", "C", "C", "C", "C", "H", "H", "H", "H", "H", "N", "C", "C", "C", "C", "C", "H", "H", "H", "H", "H", "N", "C", "C", "C", "C", "C", "H", "H", "H", "H", "H", "N", "C", "C", "C", "C", "C", "H", "H", "H", "H", "H", "N", "C", "C", "C", "C", "C", "H", "H", "H", "H", "H", "N", "C", "C", "C", "C", "C", "H", "H", "H", "H", "H", "N", "C", "C", "C", "C", "C", "H", "H", "H", "H", "H", "C", "C", "C", "O", "C", "N", "H", "H", "H", "H", "H", "H", "H", "H", "H", "H", "H", "C", "C", "C", "O", "C", "N", "H", "H", "H", "H", "H", "H", "H", "H", "H", "H", "H", "C", "C", "C", "O", "C", "N", "H", "H", "H", "H", "H", "H", "H", "H", "H", "H", "H", "C", "C", "C", "O", "C", "N", "H", "H", "H", "H", "H", "H", "H", "H", "H", "H", "H", "C", "C", "C", "O", "C", "N", "H", "H", "H", "H", "H", "H", "H", "H", "H", "H", "H", "C", "C", "C", "O", "C", "N", "H", "H", "H", "H", "H", "H", "H", "H", "H", "H", "H"], "positions_angstrom": [[1.347395, -5.626287, -0.823205], [1.270306, -4.963624, -1.989024], [0.576033, -5.431125, -3.053513], [-0.156891, -6.589219, -2.926134], [-0.177564, -7.224133, -1.708539], [0.586663, -6.728137, -0.684104], [1.856721, -3.997539, -2.029885], [0.600401, -4.799288, -3.962863], [-0.694904, -6.977113, -3.795196], [-0.789571, -8.044941, -1.605410], [0.528949, -7.238458, 0.278366], [-0.490453, 2.993046, -4.163480], [0.219944, 4.074693, -4.406888], [1.507362, 4.009229, -4.794015], [2.141364, 2.804500, -4.971856], [1.411117, 1.712073, -4.643170], [0.114044, 1.844561, -4.239037], [-0.288898, 5.053356, -4.365094], [2.056683, 4.923645, -4.923828], [3.079908, 2.708225, -5.368295], [1.777799, 0.700910, -4.703461], [-0.500901, 1.063514, -3.836192], [1.831596, -1.364849, -5.454684], [1.711594, -0.943247, -6.701977], [1.787761, -1.802145, -7.752121], [2.105082, -3.115633, -7.630998], [2.160749, -3.549405, -6.342228], [2.039769, -2.650668, -5.309811], [1.543664, 0.099960, -6.951529], [1.658499, -1.312840, -8.687580], [2.418336, -3.700845, -8.469862], [2.498253, -4.561140, -6.115998], [2.023851, -3.019919, -4.286429], [-1.554180, 6.195753, 1.280020], [-1.162294, 5.706311, 2.497473], [-0.542904, 4.504139, 2.696023], [-0.326427, 3.707862, 1.546636], [-0.700209, 4.203181, 0.322116], [-1.232540, 5.479124, 0.226668], [-1.437769, 6.369318, 3.300710], [-0.386106, 4.133342, 3.689965], [0.027763, 2.715176, 1.549380], [-0.564731, 3.540024, -0.601761], [-1.500653, 5.800835, -0.801168], [3.565620, 2.466098, 2.694473], [2.507750, 2.551171, 3.505213], [2.441513, 3.388846, 4.621877], [3.520863, 4.169149, 4.878966], [4.671609, 4.020098, 4.071254], [4.632853, 3.222067, 2.968055], [1.635422, 1.948967, 3.226826], [1.523591, 3.560550, 5.128955], [3.492437, 4.879592, 5.701475], [5.614125, 4.399605, 4.348433], [5.557763, 3.024078, 2.366725], [-4.224874, -5.752387, -1.467405], [-4.645217, -5.000453, -2.462811], [-4.071872, -3.804115, -2.843630], [-2.912550, -3.411510, -2.219810], [-2.414843, -4.212878, -1.174926], [-3.082016, -5.351365, -0.832501], [-5.482246, -5.376830, -3.062186], [-4.469358, -3.145437, -3.574373], [-2.443391, -2.482104, -2.516266], [-1.538169, -3.944114, -0.636976], [-2.723294, -5.938108, -0.000242], [-4.848167, 2.552153, 3.758362], [-5.275452, 1.344536, 3.434324], [-5.930018, 0.535358, 4.347462], [-6.171174, 1.018971, 5.645067], [-5.762560, 2.300178, 5.949939], [-5.134210, 3.030482, 4.942641], [-5.209039, 1.089049, 2.364346], [-6.287651, -0.429634, 4.029091], [-6.758391, 0.356775, 6.290373], [-6.027186, 2.757313, 6.917142], [-4.902521, 4.097885, 5.196731], [2.791197, 5.712677, -2.252192], [2.732307, 4.581075, -1.579233], [2.750445, 4.553331, -0.168469], [2.835339, 5.750245, 0.501099], [2.852693, 6.959497, -0.227597], [2.785055, 6.900931, -1.575739], [2.589107, 3.653121, -2.165345], [2.807545, 3.588323, 0.301877], [2.869185, 5.774756, 1.587097], [2.967217, 7.898996, 0.244188], [2.802247, 7.822694, -2.121702], [6.906347, -1.669906, -3.686983], [5.662552, -2.135728, -3.532457], [5.238706, -2.871090, -2.447797], [6.181154, -3.226673, -1.486807], [7.531802, -2.847158, -1.644633], [7.781065, -2.050415, -2.732477], [4.845927, -1.815660, -4.152197], [4.232355, -3.230024, -2.357773], [5.844365, -3.748478, -0.594467], [8.272137, -2.932019, -0.900650], [8.774766, -1.683391, -2.955564], [-6.030141, -1.258417, 1.274881], [-5.248865, -2.338070, 1.087086], [-5.683735, -3.529583, 0.577501], [-7.037418, -3.688908, 0.222170], [-7.806895, -2.604947, 0.398751], [-7.285286, -1.441892, 0.939470], [-4.197969, -2.254246, 1.184699], [-4.942915, -4.294300, 0.424877], [-7.460157, -4.540641, -0.273790], [-8.862958, -2.634655, 0.097106], [-7.950707, -0.546653, 1.024550], [-0.820887, 1.642537, 6.219235], [-1.453474, 1.926541, 5.121718], [-1.363053, 1.216568, 3.927657], [-0.623321, 0.066029, 3.918900], [0.039861, -0.222226, 5.071962], [-0.112755, 0.526429, 6.219443], [-2.140982, 2.754577, 5.110344], [-2.005732, 1.492196, 3.125713], [-0.483590, -0.582760, 3.001465], [0.818385, -1.005386, 5.129046], [0.429568, 0.231791, 7.125682], [5.457944, 0.772753, -1.122052], [6.979161, 1.048952, -1.097709], [7.247518, 2.507559, -0.924941], [6.718958, 2.929351, 0.357510], [7.414488, 4.081478, 0.729176], [7.618268, 0.286514, -0.023092], [5.265306, -0.261073, -1.026945], [4.926702, 1.145666, -2.026435], [4.972591, 1.291209, -0.272017], [7.403514, 0.837433, -2.071076], [6.736555, 3.172877, -1.708472], [8.314456, 2.617170, -0.914304], [7.009172, 4.401501, 1.689084], [7.135367, 4.960407, 0.029199], [8.517096, 3.985567, 0.768525], [7.124127, 0.470754, 0.876010], [7.458582, -0.738688, -0.126865], [-3.921555, 1.626752, -4.074802], [-3.446936, 0.455551, -3.172783], [-4.637592, -0.226739, -2.477413], [-5.619879, -0.569117, -3.490270], [-6.894893, -0.925594, -3.008640], [-2.590838, -0.472450, -3.830923], [-4.690720, 1.242908, -4.781720], [-3.039633, 2.085332, -4.496254], [-4.300499, 2.421515, -3.417110], [-2.836440, 0.891076, -2.384659], [-5.159096, 0.329723, -1.725263], [-4.237618, -1.126537, -1.980651], [-7.324624, -0.087176, -2.475268], [-6.906862, -1.847371, -2.369367], [-7.475701, -1.027598, -3.914440], [-3.045806, -1.288360, -4.274426], [-1.930762, -0.044343, -4.530129], [-4.000878, 3.241319, -0.237379], [-5.022851, 4.357746, -0.114237], [-6.469170, 3.892124, -0.546441], [-6.338610, 3.468271, -1.878421], [-6.797702, 4.384470, -2.859475], [-5.092415, 4.904978, 1.230909], [-3.866933, 2.699837, 0.723411], [-2.977724, 3.630417, -0.421492], [-4.234502, 2.597595, -1.091669], [-4.758807, 5.185318, -0.794146], [-7.183167, 4.693721, -0.471149], [-6.819167, 3.021648, 0.040110], [-6.135938, 5.201252, -3.210846], [-7.741793, 4.868421, -2.522025], [-7.061162, 3.795640, -3.714464], [-5.282596, 4.184737, 1.955575], [-4.122110, 5.265089, 1.377814], [-0.128332, -3.527562, 2.159398], [-0.975221, -4.649053, 2.748796], [-0.938099, -4.599157, 4.268034], [0.391893, -4.871608, 4.712629], [0.535859, -5.820823, 5.689004], [-2.257554, -4.623813, 2.143520], [0.025699, -3.669703, 1.093782], [0.826611, -3.458476, 2.689229], [-0.607745, -2.568764, 2.288318], [-0.497378, -5.614453, 2.556246], [-1.629727, -5.321606, 4.716671], [-1.328660, -3.657266, 4.720737], [-0.047697, -6.708453, 5.423184], [0.212457, -5.500296, 6.677053], [1.540558, -6.126888, 5.846268], [-2.776298, -3.834589, 2.463329], [-2.728203, -5.489732, 2.494974], [4.414992, -0.493472, 4.507425], [4.405270, -1.250846, 3.172549], [3.020793, -1.842736, 2.897391], [3.093849, -2.628652, 1.770415], [3.380275, -3.971788, 2.007465], [4.959268, -0.427465, 2.008478], [4.191646, -1.093443, 5.372604], [3.694047, 0.318240, 4.586153], [5.485228, -0.216514, 4.705373], [5.015584, -2.117976, 3.396494], [2.315779, -1.014575, 2.803330], [2.653589, -2.435946, 3.769254], [3.381461, -4.499658, 1.030482], [2.691338, -4.452265, 2.733516], [4.350233, -3.976257, 2.487801], [4.619995, -0.853614, 1.185493], [4.452143, 0.460821, 1.978205], [1.755730, 0.923392, -1.043885], [1.752752, -0.444449, -0.446691], [0.299138, -0.952451, -0.515109], [-0.500342, -0.460736, 0.550403], [-1.857598, -0.400919, 0.185259], [2.598511, -1.373529, -1.114497], [2.763483, 1.373942, -1.070161], [1.039091, 1.592810, -0.520138], [1.370082, 0.833142, -2.072352], [1.975616, -0.245781, 0.627012], [0.264595, -2.016237, -0.530572], [-0.156234, -0.657902, -1.427614], [-2.457058, -0.242587, 1.094064], [-2.092957, -1.376923, -0.299291], [-2.094638, 0.434041, -0.511583], [2.743990, -2.167052, -0.550038], [3.462935, -1.085258, -1.521200]], "forces_ev_per_angstrom": [[-0.5, -0.1, 0.4], [1.7, 0.8, 1.7], [-0.4, 1.0, -1.8], [-0.2, 0.0, -1.0], [0.6, 1.1, -0.8], [0.4, 0.7, 0.2], [-0.7, -1.1, 0.0], [-0.2, -0.8, 0.4], [0.0, 0.1, 0.4], [-1.1, -1.8, 0.5], [0.4, 0.3, 0.0], [-1.5, 1.1, 0.6], [-1.4, 1.1, -0.2], [2.0, 1.3, -0.5], [-1.9, 0.4, 0.6], [0.2, -2.1, -0.1], [-0.6, -0.2, 0.7], [0.2, -0.6, 0.2], [0.1, 0.3, -0.2], [2.4, 0.0, -0.7], [0.4, -0.1, 0.0], [0.2, -0.9, -0.2], [-0.1, 1.0, 0.3], [-0.3, 0.1, 0.3], [-0.1, 1.3, -1.8], [0.2, -0.1, 0.1], [1.2, -1.6, 0.5], [-0.6, -0.7, 1.2], [0.0, 0.1, 0.6], [0.1, -0.1, -1.0], [-0.3, -0.4, -0.3], [-0.4, 0.1, 0.0], [0.3, 0.1, 0.0], [0.8, 0.1, 0.8], [-0.8, 1.0, -1.1], [-0.1, -0.8, -1.1], [-0.7, 1.1, 0.4], [0.9, -1.3, -1.3], [-0.6, -0.5, -1.1], [0.0, -0.1, 0.4], [0.3, -0.1, 0.3], [0.6, -1.0, 0.5], [-0.2, 1.2, 1.3], [0.0, 0.3, 0.9], [-0.8, -0.1, -0.2], [-0.1, -0.1, -0.5], [-0.3, 0.0, -1.3], [1.6, 0.5, 0.0], [-1.0, 0.1, 0.9], [0.8, -1.4, -0.3], [0.3, 0.0, 0.1], [-0.6, -0.3, 0.6], [0.2, -0.1, -0.1], [0.8, 1.0, 0.3], [-1.2, 0.3, 0.4], [1.3, -0.3, 0.6], [-0.8, -0.3, -0.7], [0.8, 0.2, 0.4], [0.3, -0.3, 0.9], [-0.2, 0.8, -1.0], [-1.4, -0.5, -0.5], [0.0, 0.1, 0.5], [-0.6, 0.1, -0.8], [0.2, 0.0, 0.1], [0.6, 0.2, 0.3], [-0.2, -0.2, 0.0], [0.2, 1.0, -0.8], [-0.4, -0.4, -0.4], [0.0, 0.2, 0.3], [-0.2, -1.0, -0.9], [-0.6, 0.1, 0.5], [0.1, 1.2, 1.8], [0.3, -0.3, 0.7], [-0.1, -0.2, 0.0], [0.4, 0.5, 0.2], [0.3, -0.2, -0.6], [0.1, -1.0, -0.6], [-0.6, 1.1, -0.4], [-0.3, 0.2, 0.5], [0.4, -0.1, -1.0], [0.0, 0.5, 0.2], [-0.1, -1.4, 1.0], [0.6, -1.7, -0.9], [0.4, 0.5, 0.3], [-0.2, -0.1, 0.5], [0.1, -0.1, -0.1], [-0.1, 0.8, 0.6], [0.0, 0.1, -0.7], [-0.6, -0.7, 0.6], [-0.2, 0.7, 0.5], [1.3, -0.9, 0.7], [0.4, 0.0, 0.4], [-2.4, 0.6, -0.4], [0.6, 0.6, -1.7], [0.2, 0.3, -1.0], [-0.4, 0.1, 0.0], [0.2, -0.1, -0.1], [0.7, -0.6, 0.7], [0.2, 0.0, 0.4], [0.6, -0.4, 0.1], [-0.6, 0.2, -0.5], [-0.6, -0.9, -0.3], [1.8, -0.4, -0.1], [-2.2, 0.9, 0.0], [-1.2, 1.7, 0.0], [1.0, 0.5, 0.6], [-0.1, -0.3, -0.1], [0.2, -0.6, 0.1], [0.5, 0.2, 0.2], [0.6, -0.8, 0.1], [0.0, -0.1, 1.8], [-0.8, 0.5, -1.7], [-0.8, -0.3, 0.6], [0.5, -0.8, -2.0], [1.9, -1.6, 1.2], [0.8, 0.1, -0.2], [0.0, 0.5, 0.3], [-0.2, 0.3, -0.7], [-0.3, 1.0, 1.1], [-0.8, 0.1, -0.2], [-0.3, 0.3, -0.2], [-0.3, 1.8, -0.3], [-1.6, -0.5, 0.1], [-1.6, 0.9, 0.3], [1.1, -0.2, -0.8], [-0.9, 2.1, -0.4], [-0.2, -0.8, 0.8], [-0.1, -1.3, 0.0], [0.5, -0.2, 0.3], [0.3, -0.3, -0.2], [0.3, -0.6, -0.2], [0.9, -1.0, 0.7], [0.7, 0.4, -0.1], [0.3, -0.1, 0.2], [0.6, -1.2, 0.7], [-0.5, -0.2, 0.0], [0.4, 0.1, -0.9], [0.2, 1.2, -0.3], [-0.3, -0.5, 0.9], [-1.2, 1.6, 0.2], [0.0, -1.1, -1.2], [1.1, -0.3, 0.4], [0.4, -0.1, 0.1], [1.4, -1.6, -1.7], [0.7, 0.6, 0.3], [0.2, -0.1, -0.7], [-0.5, -0.3, -0.2], [-0.1, 0.3, 0.3], [0.1, 1.0, 0.5], [-0.4, -0.1, -0.1], [-0.2, 0.2, 0.6], [0.1, 0.6, -0.5], [-0.4, -0.5, -0.1], [0.1, 1.0, 0.2], [-1.3, -0.6, 1.0], [1.1, -0.2, -0.1], [-1.6, -0.3, 0.4], [2.1, -0.3, 0.2], [-0.4, 0.1, -1.1], [-1.0, 0.4, 0.4], [1.2, 0.6, 0.6], [-0.5, 0.0, -0.6], [-0.7, 0.0, -0.1], [0.0, -0.2, 0.3], [-0.1, -0.2, 0.2], [-0.3, 0.5, 0.3], [0.2, 0.4, 0.0], [0.3, -0.5, 0.6], [0.5, -0.2, -0.1], [0.0, -0.3, -0.6], [0.5, 0.5, -0.8], [-1.2, -0.3, 0.6], [0.4, -0.3, 0.4], [1.8, 0.5, 0.4], [-0.4, 0.2, 1.3], [0.1, 1.4, -1.1], [-1.3, -1.0, 0.9], [-1.1, -2.2, 0.3], [0.2, -0.1, -0.1], [-0.1, -0.1, -0.3], [-0.4, 0.3, 0.1], [0.0, 0.0, -0.5], [0.1, -0.5, -0.3], [0.6, 0.0, -0.5], [0.0, -0.2, 0.1], [-0.4, 0.3, 0.2], [1.1, 0.0, -0.5], [-0.6, 0.6, 0.2], [-0.1, 1.2, -0.6], [1.4, 0.3, -0.2], [-0.4, 0.6, 0.4], [0.4, 0.7, 1.5], [-1.4, 0.1, -1.7], [0.3, -0.5, 0.2], [-0.6, -0.3, 2.4], [-0.3, -0.9, 0.1], [0.4, 0.5, -0.4], [-1.1, 0.5, -0.3], [0.7, -0.1, -0.6], [-0.3, 0.0, -0.6], [0.3, 0.2, -0.3], [0.0, 0.2, 0.7], [0.0, 0.2, -0.5], [0.6, -0.7, 0.0], [-0.2, -1.0, -1.3], [0.1, 0.1, 0.5], [-0.1, 0.9, -1.1], [-1.1, 0.9, 1.4], [0.4, 0.3, 0.8], [0.5, 0.6, 0.3], [-0.3, -0.4, -0.2], [-0.5, -0.2, -0.9], [-0.5, -0.1, 0.1], [0.6, -0.4, -0.1], [0.4, 0.2, 0.1], [0.1, -0.7, -0.2], [0.1, -1.3, 0.3], [-0.3, 0.5, -1.2], [0.2, -0.2, -0.2], [-0.5, 0.6, 0.3], [0.3, -0.4, 0.2], [0.3, -1.1, 0.8], [0.3, 0.7, 0.0]]}